ORCA calculation (ωB97M-V/def2-TZVPD) on a cluster of 4 separate species, C24H44N2O5 in total at a distorted geometry.

The calculation puts the highest occupied orbital energy at -7.315 eV. The value obtained for the total energy is -1426.17974 Ha. The orbital gap is 0.2747 Ha.

```
75
C24H44N2O5 (ωB97M-V/def2-TZVPD)
C 0.558 2.636 1.607
C -0.061 1.676 0.930
C -0.854 0.854 -0.182
O -2.142 0.859 -0.086
O -0.296 0.071 -1.237
C 0.879 0.675 -1.846
C 2.267 0.339 -1.034
C 2.483 -1.263 -0.878
C 1.802 -1.789 0.494
C 1.179 -3.284 0.405
N 0.437 -3.534 -0.866
C 1.143 -4.328 -1.902
C 0.235 -4.463 -3.190
C -1.091 -3.666 -2.820
C -0.884 -3.105 -1.339
N 0.791 2.141 -2.095
C -0.131 2.467 -3.001
C -0.280 1.895 -4.496
C -1.199 3.626 -2.546
H 1.114 3.536 2.090
H 1.021 0.131 -2.874
H 2.371 0.933 -0.056
H 3.115 0.701 -1.754
H 2.050 -1.746 -1.837
H 3.620 -1.520 -0.883
H 2.662 -1.835 1.283
H 1.062 -0.990 0.880
H 0.459 -3.398 1.316
H 2.023 -4.063 0.562
H 2.197 -4.801 -1.858
H 0.488 -4.993 -4.176
H -2.011 -3.501 -3.497
H -1.595 -2.453 -0.721
H -1.275 1.282 -4.546
H 0.575 1.195 -4.813
H -0.408 2.798 -5.206
H -1.408 4.310 -3.455
H -0.620 4.296 -1.783
H -2.140 3.194 -2.050
C -4.862 -6.706 -3.372
C -4.900 -5.609 -4.424
C -5.192 -6.175 -5.805
O -3.646 -4.931 -4.445
H -4.072 -7.432 -3.592
H -4.640 -6.287 -2.387
H -5.818 -7.235 -3.319
H -5.664 -4.872 -4.159
H -4.413 -6.882 -6.110
H -5.204 -5.376 -6.552
H -6.157 -6.688 -5.825
H -2.962 -5.575 -4.679
C 0.560 6.657 5.651
C 0.214 6.388 4.196
C -1.222 6.780 3.886
O 0.398 5.002 3.913
H -0.080 6.073 6.320
H 1.592 6.360 5.862
H 0.445 7.717 5.895
H 0.895 6.946 3.546
H -1.925 6.200 4.493
H -1.461 6.570 2.840
H -1.391 7.844 4.077
H -0.201 4.499 4.483
C 4.762 1.162 4.683
C 3.331 0.986 4.199
C 2.330 1.384 5.272
O 3.119 -0.376 3.834
H 4.960 0.529 5.554
H 5.470 0.862 3.906
H 4.961 2.202 4.955
H 3.169 1.593 3.302
H 2.443 0.758 6.163
H 1.306 1.241 4.913
H 2.456 2.431 5.562
H 3.259 -0.921 4.622
```

Results of the Mulliken charge analysis, in e, for atoms 1 through 6: C 0.05; C -0.36; C 0.52; O -0.59; O -0.23; C 0.13

ORCA calculation (ωB97M-V/def2-TZVPD) on a cluster of 3 separate species, C13H37BN5O2 in total at a distorted geometry.

The calculation puts the highest occupied orbital energy at -9.841 eV. As for the charge: +1. The value obtained for the total energy is -966.46918 Ha. The orbital gap is 0.1954 Ha.

```
58
C13H37BN5O2 (ωB97M-V/def2-TZVPD)
N -0.805 4.387 3.548
C -1.121 3.493 2.566
N -2.277 2.842 2.629
N -0.203 3.266 1.572
B 0.705 2.098 1.903
O 1.412 2.136 3.059
O 0.694 1.023 1.082
H -0.538 4.034 4.465
H -0.027 4.952 3.218
H -2.849 2.652 1.818
H -2.632 2.579 3.538
H -0.574 3.189 0.629
H 1.861 2.961 3.254
H 1.045 1.133 0.193
C -3.485 -0.592 0.013
C -4.176 -0.190 -1.279
N -4.101 1.236 -1.553
C -5.009 1.670 -2.611
C -4.770 1.137 -4.026
C -2.771 1.802 -1.602
C -1.762 1.218 -2.600
H -3.873 -0.007 0.851
H -3.685 -1.643 0.220
H -2.400 -0.470 -0.026
H -5.237 -0.435 -1.196
H -3.783 -0.808 -2.099
H -4.999 2.763 -2.629
H -6.016 1.385 -2.296
H -3.912 1.605 -4.506
H -5.643 1.351 -4.644
H -4.622 0.057 -4.035
H -2.328 1.714 -0.597
H -2.874 2.877 -1.779
H -1.783 0.128 -2.602
H -0.748 1.525 -2.332
H -1.942 1.564 -3.616
C 4.169 -4.902 -0.526
C 4.598 -3.837 0.471
N 4.421 -2.483 -0.031
C 5.082 -1.473 0.776
C 4.585 -1.247 2.210
C 3.085 -2.153 -0.494
C 1.925 -2.296 0.501
H 4.680 -4.765 -1.480
H 4.423 -5.890 -0.140
H 3.094 -4.891 -0.706
H 5.663 -3.958 0.682
H 4.074 -4.013 1.424
H 5.036 -0.527 0.227
H 6.141 -1.741 0.817
H 3.631 -0.719 2.239
H 5.311 -0.643 2.757
H 4.469 -2.188 2.749
H 2.865 -2.772 -1.366
H 3.122 -1.127 -0.874
H 1.980 -3.234 1.054
H 0.975 -2.294 -0.040
H 1.895 -1.479 1.220
```

Results of the Mulliken charge analysis, in e, for atoms 1 through 6: N -0.45; C 0.38; N -0.23; N -0.36; B 0.24; O -0.44

- What is the formula in the first record?
  C24H44N2O5